# 1
Formula: C6H13N3OS
Source: the OMol25 dataset
Level of theory: ωB97M-V/def2-TZVPD

```
24
C6H13N3OS (ωB97M-V/def2-TZVPD)
C 0.8932 -1.7784 -0.0315
C 2.0817 -0.1478 -1.3805
C 2.2783 -0.1857 1.1771
C -3.0425 -1.2770 0.3847
C 0.4445 2.2326 0.2372
C 1.4166 -0.4421 -0.0479
N 0.4273 -2.8243 -0.0078
N -2.9430 1.0936 0.2576
N -3.4180 0.0652 -0.0885
O -0.7242 0.4616 -1.3275
S -0.2477 0.5453 0.0523
H 2.6499 0.7793 -1.3332
H 2.7552 -0.9527 -1.6713
H 1.3063 -0.0537 -2.1421
H 3.0547 -0.9469 1.2580
H 1.6750 -0.2186 2.0827
H 2.7648 0.7844 1.1066
H -2.4328 -1.1764 1.2793
H -3.9414 -1.8544 0.5921
H -2.4604 -1.7721 -0.3911
H 1.1346 2.4539 -0.5684
H -0.4162 2.8907 0.1806
H 0.9148 2.3198 1.2092
H -4.1706 0.0038 -0.8275
```

Calculated values
Kohn-Sham gap = 8.423 eV
energy relative to the best compared isomer or geometry (same formula, charge and spin) = 76.1 kcal/mol
maximum force = 0.0356 hartree/bohr
E = -23782.2804 eV
spin multiplicity = 1

=====

# 2
Formula: C5H10N
Source: the OMol25 dataset
Level of theory: ωB97M-V/def2-TZVPD

```
16
C5H10N (ωB97M-V/def2-TZVPD)
C 2.5847 -2.1009 -0.0866
N 1.9231 -0.9593 -0.1530
C 0.5833 -0.7623 0.2693
C -0.1084 0.3343 -0.0487
C -1.6240 0.4575 -0.3724
C -2.0135 1.8378 0.1026
H 2.0470 -2.8792 0.4487
H 3.6813 -2.1281 -0.0950
H 2.4589 -0.0909 -0.4323
H 0.1122 -1.4606 1.0036
H 0.4312 1.2626 -0.2567
H -1.6723 0.2509 -1.4476
H -2.0381 -0.4243 0.1570
H -2.0915 1.7579 1.2630
H -2.9596 2.3394 -0.2740
H -1.3142 2.5652 -0.0779
```

Calculated values
charge = +1
Kohn-Sham gap = 8.379 eV
energy relative to the best compared isomer or geometry (same formula, charge and spin) = 52.7 kcal/mol
maximum force = 0.0870 hartree/bohr
E = -6827.9152 eV
spin multiplicity = 1

=====

# 3
Formula: C46H56F4N7O2PtSTe
Source: the OMol25 dataset
Level of theory: ωB97M-V/def2-TZVPD

```
118
C46H56F4N7O2PtSTe (ωB97M-V/def2-TZVPD)
Pt -2.1247 0.3248 0.9923
C -2.5313 2.6395 -1.6463
C -3.3665 3.0069 -0.4215
N -3.7886 1.8470 0.3996
C -4.3886 2.3379 1.6728
C -3.4066 3.0671 2.5934
C -4.7731 1.0490 -0.3606
C -4.8671 -0.3676 0.1481
N -3.5457 -0.9740 0.0675
C -3.4139 -2.3251 0.3008
C -2.2419 -2.9806 -0.1337
F -1.3263 -2.2716 -0.8164
C -2.0191 -4.3231 0.0484
F -0.8684 -4.8510 -0.3838
C -2.9644 -5.1228 0.6584
C -4.1346 -4.5224 1.0712
F -5.0727 -5.2516 1.6721
C -4.3634 -3.1706 0.9012
F -5.5145 -2.6707 1.3705
H -3.1424 2.4752 -2.5354
H -1.9644 1.7290 -1.4483
H -1.8240 3.4383 -1.8736
H -4.2666 3.5403 -0.7446
H -2.7959 3.6725 0.2233
H -4.7934 1.4676 2.1855
H -5.2208 3.0069 1.4333
H -2.4055 2.6510 2.4747
H -3.7001 2.9398 3.6341
H -3.3719 4.1381 2.3816
H -4.4481 1.0137 -1.3983
H -5.7547 1.5311 -0.3195
H -5.5714 -0.9114 -0.4871
H -5.2808 -0.3884 1.1601
H -2.8059 -6.1837 0.7995
C 2.4727 2.9384 6.8510
C 2.5133 1.4174 6.7755
N 1.6139 0.8491 5.7607
C 2.1953 0.3457 4.5227
C 2.5679 1.4616 3.5467
C 0.2999 0.7846 6.0757
O -0.1680 1.2377 7.1061
C -0.6535 0.0807 5.1378
C -1.2657 -1.0927 5.5652
C -2.2935 -1.6315 4.8116
C -2.6778 -0.9849 3.6514
N -2.0739 0.1284 3.2238
C -1.0869 0.6474 3.9564
H 3.1145 3.2728 7.6684
H 1.4593 3.2769 7.0623
H 2.8276 3.4047 5.9294
H 2.2086 1.0122 7.7397
H 3.5197 1.0671 6.5499
H 1.4990 -0.3471 4.0536
H 3.0937 -0.2211 4.7746
H 1.6947 2.0807 3.3173
H 2.9539 1.0363 2.6190
H 3.3367 2.1084 3.9727
H -0.9466 -1.5571 6.4904
H -2.8061 -2.5306 5.1270
H -3.4958 -1.3616 3.0510
H -0.6297 1.5592 3.5863
N 1.3733 5.1061 -0.2340
C 0.7528 4.2703 0.5744
N -0.2954 4.6644 1.2691
S 0.8175 2.0500 -0.4973
H 1.1274 6.0829 -0.3395
H 2.1552 4.7838 -0.7817
H -0.6556 5.6111 1.2575
H -0.7318 4.0227 1.9108
C 4.0614 1.5309 -7.6606
C 3.3401 1.0404 -6.4367
C 2.1364 1.6087 -6.0336
C 1.4587 1.1641 -4.9092
C 0.1441 1.8058 -4.5323
C 2.0098 0.0993 -4.1756
Te 0.8624 -0.7183 -2.6221
N 0.1719 0.9369 0.4536
C 0.6274 -0.2532 0.9362
O -0.2205 -0.9497 1.5166
C 2.0298 -0.7664 0.8470
C 3.0781 -0.1633 0.1463
C 4.3369 -0.7489 0.1202
C 4.5704 -1.9321 0.8057
C 3.5343 -2.5436 1.5004
C 2.2742 -1.9712 1.5156
C 0.7827 -2.7149 -3.3146
C 1.5360 -3.7114 -2.7100
C 1.4009 -5.0213 -3.1403
C 0.5044 -5.3229 -4.1543
C -0.2671 -4.3209 -4.7280
C -0.1561 -2.9978 -4.3139
C -1.0272 -1.9247 -4.9265
C 3.2595 -0.4577 -4.5236
C 3.9732 -1.4975 -3.6951
C 3.8874 0.0217 -5.6596
H 3.5334 2.3548 -8.1360
H 4.1708 0.7235 -8.3872
H 5.0675 1.8666 -7.4025
H 1.7106 2.4173 -6.6185
H 0.0687 2.8061 -4.9563
H 0.0409 1.8829 -3.4491
H -0.7009 1.2259 -4.9157
H 2.9427 0.7799 -0.3629
H 5.1387 -0.2663 -0.4240
H 5.5604 -2.3719 0.8002
H 3.7068 -3.4745 2.0255
H 1.4593 -2.4427 2.0471
H 2.2207 -3.4841 -1.9018
H 1.9878 -5.8015 -2.6728
H 0.3954 -6.3451 -4.4939
H -0.9731 -4.5649 -5.5132
H -1.7152 -2.3479 -5.6561
H -0.4163 -1.1754 -5.4425
H -1.6243 -1.4200 -4.1585
H 3.6019 -1.5307 -2.6708
H 5.0391 -1.2726 -3.6468
H 3.8672 -2.4909 -4.1328
H 4.8494 -0.3960 -5.9417
```

Calculated values
charge = +2
Kohn-Sham gap (alpha / beta) = 7.383 / 4.582 eV
energy relative to the best compared isomer or geometry (same formula, charge and spin) = 12.9 kcal/mol
maximum force = 0.0186 hartree/bohr
E = -95363.4364 eV
spin multiplicity = 6

=====

# 4
Formula: C10H25BO6Si
Source: the OMol25 dataset
Level of theory: ωB97M-V/def2-TZVPD

```
43
C10H25BO6Si (ωB97M-V/def2-TZVPD)
C -1.4193 -0.3854 3.9669
C -0.7342 0.9643 3.7648
C 0.5518 0.8517 2.9553
O 0.3525 0.7666 1.5518
C -0.2015 1.9336 0.9609
Si 0.0279 1.9091 -0.9164
C 1.8006 1.5572 -1.4033
C -1.1194 0.6042 -1.6572
C -2.5284 1.1277 -1.9556
B -0.5403 3.7660 -1.5583
O -1.4964 4.5584 -0.9378
O 0.1282 4.3179 -2.6102
H -2.4849 -0.2754 4.1708
H -0.9815 -0.9365 4.8007
H -1.3183 -1.0032 3.0716
H -0.4883 1.4172 4.7286
H -1.4151 1.6606 3.2722
H 1.2391 1.6778 3.1774
H 1.0619 -0.0786 3.2191
H 0.2454 2.8410 1.3932
H -1.2825 2.0052 1.1606
H 1.9955 1.9957 -2.3844
H 1.9889 0.4836 -1.4736
H 2.5165 1.9801 -0.6966
H -0.6588 0.2368 -2.5791
H -1.1794 -0.2517 -0.9791
H -2.5280 1.7881 -2.8256
H -2.9432 1.6923 -1.1136
H -3.2344 0.3213 -2.1637
H -2.3223 4.1178 -0.7330
H -0.2251 5.1870 -2.8413
C 0.8149 -2.2177 0.3589
O 0.6008 -3.5493 -0.1291
C 1.4230 -3.9088 -1.1104
O 2.2860 -3.2240 -1.5971
O 1.1305 -5.1594 -1.4696
C 1.9474 -5.6728 -2.5275
H 0.0719 -2.0615 1.1339
H 1.8173 -2.1159 0.7704
H 0.6801 -1.4907 -0.4379
H 2.9946 -5.6806 -2.2310
H 1.8350 -5.0665 -3.4244
H 1.5915 -6.6831 -2.7014
```

Calculated values
Kohn-Sham gap = 9.979 eV
maximum force = 0.0113 hartree/bohr
E = -31617.0261 eV
spin multiplicity = 1

=====

# 5
Formula: C44H65BrClFIN4O7RbSi2Te
Source: the OMol25 dataset
Level of theory: ωB97M-V/def2-TZVPD

```
128
C44H65BrClFIN4O7RbSi2Te (ωB97M-V/def2-TZVPD)
Rb 0.5033 1.2412 0.0920
C -6.2354 -2.0081 2.3145
C -5.2822 -2.0416 3.5005
C -6.0280 -1.7446 4.7919
C -5.0860 -1.8236 5.9776
C -3.9156 -0.9041 5.7717
C -3.2403 -0.3724 6.8440
C -2.1420 0.4593 6.6440
F -1.5189 0.9551 7.7301
C -1.6954 0.7728 5.3969
C -2.3742 0.2516 4.2861
C -1.8733 0.5730 2.9483
O -0.8328 1.2343 2.7748
C -2.6415 0.0393 1.8693
C -3.6986 -0.7714 2.1162
N -4.1609 -1.0799 3.3498
C -3.4917 -0.5789 4.4632
C -2.1636 0.3093 0.4620
O -1.5699 -0.6373 -0.1086
O -2.3081 1.4625 0.0066
H -7.1220 -2.5872 2.5716
H -5.8148 -2.4512 1.4136
H -6.5476 -0.9860 2.0935
H -4.8414 -3.0423 3.5752
H -6.8386 -2.4664 4.8948
H -6.4784 -0.7495 4.7245
H -4.7250 -2.8520 6.0815
H -5.5961 -1.5726 6.9079
H -3.5543 -0.5970 7.8557
H -0.8389 1.4135 5.2426
H -4.2244 -1.2222 1.2896
O -1.2240 3.9227 0.3031
H -1.7045 3.0664 0.3151
H -1.8828 4.5829 0.5371
O 0.0931 -0.4113 -2.2452
H -0.6350 -0.4747 -1.5826
H -0.1303 -1.0572 -2.9200
O 1.8914 1.0991 3.2505
H 0.9162 1.1271 3.2330
H 2.1431 1.9567 3.6094
Br 1.5455 6.9507 4.4354
C 2.9620 5.7585 4.0475
C 4.1361 5.9000 4.7761
C 5.2052 5.0528 4.5404
C 5.1029 4.0640 3.5729
C 3.9320 3.9285 2.8457
C 2.8464 4.7733 3.0740
I 1.1146 4.4628 1.9514
H 4.2020 6.6748 5.5272
H 6.1150 5.1675 5.1143
H 5.9322 3.3961 3.3812
H 3.8505 3.1583 2.0890
C 1.2805 -3.5793 -1.6598
C 2.4836 -4.2485 -2.3194
C 2.0273 -5.6460 -2.7673
C 2.8407 -3.4745 -3.5956
C 3.7500 -4.3687 -1.3980
O 4.7329 -5.1087 -2.1559
C 3.6182 -5.1568 -0.0637
C 3.2008 -4.5636 1.3013
C 1.7367 -4.4095 1.6183
C 1.1913 -3.1612 1.8908
C -0.1634 -3.0033 2.1434
C -0.9753 -4.1218 2.1386
Cl -2.6865 -3.9466 2.4448
C -0.4606 -5.3865 1.9015
C 0.8951 -5.5193 1.6467
C 4.5687 -3.0698 -1.2029
N 3.9793 -1.9048 -0.5603
C 3.3863 -0.8241 -1.0895
N 3.0824 0.0471 -0.1479
C 3.5340 -0.5654 0.9809
N 4.1024 -1.7294 0.7754
H 0.5111 -3.4229 -2.4204
H 1.5018 -2.6066 -1.2248
H 0.8428 -4.2071 -0.8919
H 1.1284 -5.5391 -3.3768
H 1.7638 -6.2930 -1.9296
H 2.7725 -6.1478 -3.3876
H 2.0331 -3.5865 -4.3215
H 3.7576 -3.8529 -4.0482
H 2.9543 -2.4074 -3.4182
H 4.4663 -6.0336 -2.1695
H 4.6377 -5.5194 0.0911
H 3.0161 -6.0480 -0.2603
H 3.7092 -3.6154 1.4710
H 3.6119 -5.2583 2.0396
H 1.8341 -2.2876 1.8830
H -0.5885 -2.0226 2.3036
H -1.1130 -6.2489 1.9177
H 1.3011 -6.5078 1.4604
H 4.9382 -2.7609 -2.1783
H 5.4345 -3.3402 -0.6016
H 3.1812 -0.7051 -2.1386
H 3.4167 -0.1425 1.9668
C -3.3793 0.3874 -6.1086
Si -3.0796 1.4657 -4.6025
C -3.5969 0.5453 -3.0605
C -4.0506 3.0564 -4.7766
C -1.2484 1.8646 -4.5211
Te -0.7076 2.9685 -2.7763
C 1.2225 3.5332 -3.5531
Si 1.2131 5.2278 -4.3523
C 0.8101 6.4999 -3.0412
C -0.0529 5.2853 -5.7315
C 2.9124 5.5855 -5.0665
H -4.4409 0.1517 -6.2145
H -2.8354 -0.5569 -6.0317
H -3.0558 0.8867 -7.0246
H -4.6715 0.3443 -3.0778
H -3.3676 1.1043 -2.1499
H -3.0774 -0.4138 -2.9847
H -5.1251 2.8594 -4.7640
H -3.8136 3.5595 -5.7172
H -3.8225 3.7464 -3.9617
H -0.9707 2.4827 -5.3783
H -0.6437 0.9558 -4.5355
H 1.5115 2.7303 -4.2340
H 1.9228 3.5070 -2.7142
H -0.1175 6.2453 -2.5240
H 0.6887 7.4930 -3.4797
H 1.6062 6.5596 -2.2951
H -1.0517 5.0526 -5.3555
H 0.1898 4.5758 -6.5263
H -0.0853 6.2826 -6.1766
H 3.6797 5.5569 -4.2896
H 2.9445 6.5753 -5.5282
H 3.1825 4.8531 -5.8307
```

Calculated values
Kohn-Sham gap = 7.289 eV
energy relative to the best compared isomer or geometry (same formula, charge and spin) = 0.3 kcal/mol
maximum force = 0.0145 hartree/bohr
E = -184068.7206 eV
spin multiplicity = 1

=====

# 6
Formula: C14H23N3O5Ti
Source: the OMol25 dataset
Level of theory: ωB97M-V/def2-TZVPD

```
46
C14H23N3O5Ti (ωB97M-V/def2-TZVPD)
C -1.0944 -1.8711 -2.7918
C -0.9895 -1.0243 -4.0187
H -1.1259 -2.9334 -3.1212
H -1.9945 -1.5234 -2.2745
C -0.9571 0.2947 -3.8310
C -0.8672 0.7396 -2.3125
H -1.8959 0.7233 -1.7972
H -0.4776 1.8373 -2.4098
C -1.3269 -1.6740 -5.3359
H -1.1792 -2.7564 -5.2266
H -0.7205 -1.3659 -6.1972
H -2.3801 -1.5165 -5.5964
C -1.2430 1.0932 -5.0954
H -2.2175 0.7987 -5.5417
H -0.5494 0.8263 -5.9331
H -1.2663 2.1807 -5.0960
Ti -0.6241 0.2578 2.7326
O -0.2929 -0.2151 0.8322
C 0.4716 0.1782 -0.0868
O 0.9404 1.4245 2.4990
C 1.7730 1.5216 1.5718
O 2.8420 2.2469 1.6510
N 1.5891 0.9419 0.3267
C 3.5555 2.0655 0.3776
C 2.6907 1.3057 -0.5351
H 4.4738 1.4997 0.5391
H 3.7945 3.0693 0.0142
H 3.0965 0.3967 -0.9269
H 2.3120 1.9218 -1.3084
C 0.1924 -0.0971 -1.5912
C 0.0078 -1.7425 -1.8132
H 1.0706 0.3478 -1.9982
H -0.5751 -2.1770 -0.9557
H 0.7607 -2.4953 -1.9851
C -0.3786 1.1683 7.3314
O -0.6862 -0.1621 6.7608
C -0.8173 -0.3068 5.4850
O -0.8898 0.6718 4.6679
N -0.8932 -1.5459 4.9585
N -0.8203 -1.6414 3.5254
H -0.3151 0.9174 8.3819
H -1.1651 1.8713 7.1507
H 0.5392 1.5322 6.9331
H -0.6490 -2.3299 5.5348
H -0.0584 -2.2963 3.2835
H -1.6596 -2.1579 3.2226
```

Calculated values
charge = +2
Kohn-Sham gap (alpha / beta) = 6.837 / 6.699 eV
energy relative to the best compared isomer or geometry (same formula, charge and spin) = 0.0 kcal/mol
maximum force = 0.0592 hartree/bohr
E = -52698.6643 eV
spin multiplicity = 3